Density functional theory data (ωB97M-V with the def2-TZVPD basis set) for a cluster of 2 separate species, C6H13NO3 in total at a distorted geometry.

Output
SMILES string	CC(=O)C(C)C.NC(=O)O
spin multiplicity	1

```
23
Properties=species:S:1:pos:R:3:lowdin_charge:R:1
C 1.098 -1.335 -1.046 -0.016
C 0.434 -1.005 0.252 -0.388
O -0.361 -1.708 0.837 0.036
C 1.206 0.145 1.116 -0.343
C 0.697 0.232 2.548 -0.081
C 1.270 1.519 0.451 -0.075
H 2.173 -1.192 -1.002 0.087
H 0.869 -2.356 -1.348 0.092
H 0.702 -0.663 -1.810 0.065
H 2.226 -0.254 1.136 0.131
H 0.744 -0.742 3.033 0.076
H -0.334 0.579 2.554 0.081
H 1.327 0.894 3.141 0.078
H 1.645 1.454 -0.568 0.074
H 0.293 1.999 0.472 0.079
H 1.945 2.166 1.010 0.076
N -2.106 -0.809 -0.950 0.165
C -1.943 0.337 -1.678 -0.610
O -0.926 0.672 -2.244 0.072
O -3.155 0.814 -2.074 0.092
H -1.824 -0.863 0.025 0.078
H -2.955 -1.341 -1.073 0.113
H -3.026 1.458 -2.783 0.119
```

Density functional theory data (ωB97M-V with the def2-TZVPD basis set) for a structure of composition C6H13NO3 at a distorted geometry.

Output
spin multiplicity	1

```
23
Properties=species:S:1:pos:R:3:lowdin_charge:R:1
C -0.465 0.386 1.495 -0.027
C 0.404 -0.226 0.416 -0.367
C 0.973 -1.612 0.655 -0.022
C -0.102 -1.444 -0.363 -0.195
C -1.489 -1.995 -0.150 -0.233
O -2.487 -1.239 -0.808 -0.049
C 1.236 0.730 -0.389 -0.272
N 0.075 2.080 -1.663 0.017
O 2.195 0.334 -1.035 0.049
H -0.977 -0.381 2.088 0.083
H 0.152 0.924 2.226 0.090
H -1.215 1.068 1.073 0.083
H 1.987 -1.823 0.316 0.118
H 0.708 -2.075 1.607 0.121
H 0.220 -1.481 -1.406 0.155
H -1.536 -3.006 -0.579 0.130
H -1.711 -2.093 0.924 0.117
H -2.503 -0.350 -0.442 0.073
H 0.623 2.950 -0.825 0.191
H -0.832 2.107 -1.211 0.033
H 0.762 2.268 -2.386 0.050
O 1.553 2.306 0.385 -0.188
H 2.427 2.571 0.073 0.042
```

Density functional theory data (ωB97M-V with the def2-TZVPD basis set) for a structure of composition C6H13NO3 at a distorted geometry.

Output
spin multiplicity	1

```
23
Properties=species:S:1:pos:R:3:lowdin_charge:R:1
C -0.039 1.845 -1.503 -0.259
C -0.625 0.791 -0.692 -0.324
C -0.553 -0.517 -1.496 -0.194
C -1.155 -1.529 1.095 -0.053
C -0.546 -0.197 1.752 -0.320
C 0.210 0.474 0.641 -0.208
H 1.551 2.394 -2.195 0.133
H 0.205 2.623 -0.506 0.172
H -0.793 2.320 -2.185 0.133
H -1.760 1.111 -0.451 0.197
H -1.160 -0.718 -2.714 0.182
H 0.560 -0.919 -1.943 0.149
H 0.186 -2.094 -0.537 0.030
H -0.702 -2.381 1.757 0.134
H -2.377 -1.380 0.952 0.147
H -1.404 0.398 2.191 0.155
H 1.321 -0.487 2.626 0.131
H 0.523 1.506 0.794 0.115
H 1.679 -0.100 -0.724 0.075
N -0.708 -1.689 -0.494 -0.093
O 1.237 1.430 -2.103 -0.102
O 0.337 -0.421 2.917 -0.089
O 1.347 -0.465 0.139 -0.111
```

Density functional theory data (ωB97M-V with the def2-TZVPD basis set) for a structure of composition C6H13NO3 at a distorted geometry.

Output
spin multiplicity	1

```
23
Properties=species:S:1:pos:R:3:lowdin_charge:R:1
C 2.778 0.218 0.999 -0.089
N 1.648 -0.642 0.668 -0.084
C 0.300 -0.024 0.532 -0.434
O 0.220 1.209 0.697 0.029
C -0.510 -0.800 -0.465 -0.123
C -1.833 -0.315 -1.041 -0.224
C -2.516 0.959 -0.614 -0.050
C -0.614 -0.320 -1.906 -0.275
O -0.045 0.890 -2.274 0.006
H 3.698 -0.376 0.979 0.088
H 2.854 1.046 0.282 0.087
H 2.632 0.621 2.008 0.087
H 1.868 -1.313 -0.061 0.132
H -0.434 -1.883 -0.351 0.145
H -2.525 -1.138 -1.239 0.137
H -1.832 1.813 -0.615 0.071
H -3.340 1.183 -1.307 0.083
H -2.936 0.858 0.397 0.087
H -0.532 -1.094 -2.674 0.151
H 0.227 1.347 -1.459 0.083
H 1.091 -1.208 2.095 0.224
O -0.100 -0.924 2.419 -0.163
H -0.099 -0.108 2.930 0.031
```

Density functional theory data (ωB97M-V with the def2-TZVPD basis set) for a cluster of 2 separate species, C6H13NOP in total at a distorted geometry.

Output
spin multiplicity	1
charge	+1

```
22
Properties=species:S:1:pos:R:3:lowdin_charge:R:1
C -2.299 2.089 -0.741 -0.345
C 1.131 -0.939 -0.612 -0.054
C 0.532 0.368 1.017 -0.017
C 1.420 -0.901 0.917 -0.285
C 1.091 -2.139 1.827 -0.055
C -0.997 0.265 -1.021 -0.209
N 0.382 0.360 -0.552 -0.068
O -0.978 0.231 -2.519 -0.063
P -1.442 3.248 0.017 0.784
H -2.746 1.565 -1.607 0.018
H 2.056 -0.784 -1.275 0.160
H 0.616 -1.756 -1.157 0.145
H -0.428 0.542 1.463 0.110
H 1.118 1.310 1.274 0.144
H 2.476 -0.764 1.194 0.142
H 1.723 -2.971 1.662 0.053
H -0.017 -2.468 1.844 0.104
H 1.274 -1.728 2.922 0.123
H -1.709 -0.460 -0.628 0.132
H 0.775 1.129 -1.073 0.171
H -1.527 -0.499 -2.864 0.107
H -2.448 4.301 -0.086 -0.097
```

Density functional theory data (ωB97M-V with the def2-TZVPD basis set) for a cluster of 2 separate species, C6H13NOS in total at a distorted geometry.

Output
expectation value of S²	2.01
spin multiplicity	3

```
22
Properties=species:S:1:pos:R:3:lowdin_charge:R:1
C 2.613 0.646 0.122 -0.538
C 1.665 1.712 0.447 -0.134
C 2.330 1.647 -0.911 -0.122
C -2.751 -1.214 0.735 -0.080
C -0.711 -1.389 -0.718 -0.066
C -1.364 -0.634 0.437 -0.516
N -1.390 0.790 0.118 0.009
O 4.257 -1.226 -0.402 -0.502
S 3.383 -0.682 0.643 0.868
H 0.610 1.467 0.503 0.055
H 1.979 2.481 1.140 0.100
H 3.101 2.363 -1.163 0.097
H 1.732 1.347 -1.761 0.096
H -3.226 -0.677 1.554 0.070
H -2.669 -2.261 1.015 0.073
H -3.389 -1.140 -0.145 0.076
H -0.607 -2.441 -0.470 0.079
H 0.275 -0.981 -0.927 0.060
H -0.739 -0.736 1.334 0.132
H -1.902 1.298 0.831 0.080
H -1.876 0.934 -0.765 0.084
H -1.321 -1.303 -1.616 0.079
```

Density functional theory data (ωB97M-V with the def2-TZVPD basis set) for a cluster of 2 separate species, C6H13NOSi in total at a distorted geometry.

Output
SMILES string	C[Si](C)(C)O.C#CN=C
spin multiplicity	1

```
22
Properties=species:S:1:pos:R:3:lowdin_charge:R:1
C -0.786 -1.837 0.239 -0.169
Si -1.028 -0.016 -0.174 0.424
C -2.761 0.546 -0.889 -0.192
C -0.809 1.163 1.295 -0.168
O 0.076 0.353 -1.376 -0.195
H -0.349 -2.397 -0.508 -0.010
H -0.102 -2.133 1.066 0.042
H -1.684 -2.366 0.450 0.017
H -3.386 0.353 -0.065 -0.022
H -2.731 1.660 -1.228 0.059
H -3.014 -0.174 -1.794 0.060
H -1.455 2.037 1.296 0.024
H -1.106 0.494 2.116 0.028
H 0.257 1.378 1.305 -0.004
H -0.280 1.023 -1.982 0.055
C 2.195 -1.847 0.026 0.111
C 2.232 -0.689 0.286 -0.240
N 2.324 0.635 0.511 -0.008
C 3.240 1.309 -0.027 -0.007
H 2.027 -2.853 0.066 0.019
H 3.083 2.349 0.131 0.063
H 4.059 1.012 -0.744 0.111
```

Density functional theory data (ωB97M-V with the def2-TZVPD basis set) for a cluster of 2 separate species, C6H13NS in total at a distorted geometry.

Output
expectation value of S²	2.01
spin multiplicity	3

```
21
Properties=species:S:1:pos:R:3:lowdin_charge:R:1
C -0.711 -2.543 -0.052 -0.464
C -2.208 0.381 1.570 -0.089
C 1.801 1.758 -0.047 -0.030
C 0.434 0.144 -1.689 -0.092
C -1.170 0.553 0.589 -0.263
C 0.988 0.404 -0.325 -0.515
N 0.064 0.217 0.670 0.021
S 0.850 -3.004 0.037 0.654
H -1.004 -2.476 -1.133 -0.016
H -3.241 0.477 1.199 0.080
H -2.016 -0.556 2.074 0.070
H -2.159 1.270 2.285 0.106
H 2.173 1.723 0.999 0.086
H 2.661 1.627 -0.635 0.045
H 1.288 2.636 -0.307 0.050
H -0.466 -0.466 -1.712 0.041
H 1.134 -0.551 -2.177 0.081
H 0.262 1.002 -2.296 0.068
H -1.570 0.887 -0.379 0.118
H 1.015 -3.134 1.434 -0.071
H 1.874 -0.348 -0.104 0.120
```

Density functional theory data (ωB97M-V with the def2-TZVPD basis set) for the ion C6H13O with charge -1 at a distorted geometry.

Output
SMILES string	CCCCCC[O-]
spin multiplicity	1
charge	-1

```
20
Properties=species:S:1:pos:R:3:lowdin_charge:R:1
C -0.946 2.155 -2.126 -0.132
C 0.363 1.350 -1.935 -0.252
C 0.227 -0.035 -1.177 -0.219
C -0.794 -0.020 -0.042 -0.266
C -0.264 -0.200 1.363 -0.201
C 0.613 -1.615 1.541 -0.594
O 0.921 -1.908 2.767 -0.332
H -1.756 1.445 -2.275 0.064
H -1.160 2.606 -1.162 0.059
H -0.808 2.790 -2.991 0.054
H 0.806 1.232 -2.926 0.085
H 1.044 1.836 -1.229 0.096
H 1.252 -0.227 -0.891 0.080
H -0.068 -0.845 -1.860 0.098
H -1.449 -0.879 -0.253 0.098
H -1.441 0.846 -0.122 0.069
H 0.415 0.549 1.728 0.077
H -1.018 -0.471 2.110 0.083
H 0.081 -2.292 0.801 0.067
H 1.562 -1.439 0.886 0.066
```

Density functional theory data (ωB97M-V with the def2-TZVPD basis set) for a cluster of 2 separate species, C6H13O2 in total at a distorted geometry.

Output
spin multiplicity	1
charge	-1

```
21
Properties=species:S:1:pos:R:3:lowdin_charge:R:1
C 0.292 -2.457 0.878 -0.597
O 0.532 -3.211 -0.198 -0.374
C -0.556 -1.204 0.544 -0.227
C -0.575 -0.145 1.676 -0.232
C 0.013 1.179 1.246 -0.153
C -0.573 2.201 0.613 -0.190
C 0.240 3.300 -0.030 -0.120
H 1.278 -2.092 1.374 0.083
H -0.288 -2.993 1.675 0.077
H -0.311 -0.758 -0.412 0.077
H -1.552 -1.634 0.433 0.088
H -1.563 -0.221 2.146 0.095
H 0.133 -0.545 2.455 0.093
H 1.052 1.225 1.549 0.100
H -1.673 2.107 0.623 0.103
H -0.118 3.719 -0.966 0.058
H 1.237 2.855 -0.150 0.069
H 0.250 4.068 0.765 0.066
H 0.253 -0.295 -2.999 0.029
H 1.287 0.119 -3.928 0.039
O 0.339 0.285 -3.767 -0.083
```

Energy above the lowest of the compared OMol25 structures with the same formula, charge and spin values, unit kJ/mol, following the record order: 112.40; 542.40; 715.89; 359.22; 417.38; 0.00; 397.41; 156.10; 101.24; 350.83.